Record 1
7 unconnected molecules or ions with the total composition C29H46NO13. Source: the Open Molecules 2025 dataset; level of theory: ωB97M-V/def2-TZVPD.

Positions of all 89 atoms, in Å:
C (-1.034, 0.387, 0.113)
N (0.028, 0.431, 1.193)
C (-0.526, -0.010, 2.575)
C (1.047, -0.584, 0.632)
C (0.649, 1.760, 1.259)
C (1.962, 1.890, 1.947)
O (2.505, 3.241, 1.772)
H (-1.519, -0.560, 0.004)
H (-0.726, 0.789, -0.984)
H (-1.932, 0.999, 0.299)
H (-0.954, -0.953, 2.347)
H (-1.075, 0.813, 3.092)
H (0.211, 0.084, 3.362)
H (0.505, -1.504, 0.432)
H (1.759, -0.909, 1.469)
H (1.603, -0.143, -0.370)
H (-0.019, 2.463, 1.426)
H (1.009, 2.034, 0.346)
H (2.632, 1.183, 1.684)
H (1.890, 1.891, 3.030)
H (3.366, 3.394, 2.223)
C (2.493, 4.916, -1.852)
C (2.105, 6.312, -1.338)
C (0.722, 6.637, -1.049)
O (0.189, 7.686, -0.769)
C (-0.249, 5.562, -1.194)
C (0.145, 4.141, -1.751)
C (1.508, 3.842, -1.938)
O (1.902, 2.772, -2.435)
O (-0.739, 3.160, -2.111)
O (3.009, 7.241, -1.389)
H (3.354, 4.685, -2.278)
H (-1.314, 5.762, -1.065)
H (-1.627, 3.516, -1.725)
H (2.583, 8.053, -1.139)
C (-3.579, -5.239, 2.745)
C (-3.677, -6.379, 3.682)
C (-2.549, -6.755, 4.485)
O (-2.632, -7.919, 5.052)
C (-1.293, -5.941, 4.364)
C (-1.227, -4.633, 3.502)
C (-2.325, -4.438, 2.491)
O (-2.261, -3.553, 1.686)
O (-0.332, -3.715, 3.838)
O (-4.964, -6.953, 3.851)
H (-4.511, -5.076, 1.994)
H (-0.592, -6.113, 5.244)
H (0.162, -3.897, 4.480)
H (-4.898, -7.855, 4.317)
C (-0.154, -4.035, -3.756)
C (0.271, -3.297, -2.536)
O (0.679, -2.065, -2.654)
C (0.260, -4.077, -1.163)
H (-0.108, -3.504, -4.661)
H (-1.176, -4.583, -3.694)
H (0.713, -4.800, -3.716)
H (0.893, -3.383, -0.724)
H (0.581, -5.072, -1.423)
H (-0.767, -4.102, -0.889)
C (-1.424, 0.019, -4.737)
C (-0.582, 0.325, -5.891)
O (-1.152, 0.727, -6.908)
C (0.918, 0.276, -5.776)
H (-2.553, 0.085, -4.998)
H (-1.110, 0.830, -3.908)
H (-1.144, -0.976, -4.726)
H (1.255, 1.285, -6.304)
H (1.259, -0.579, -6.266)
H (0.951, 0.214, -4.768)
C (6.240, 0.622, 1.840)
C (5.385, -0.321, 0.951)
O (4.286, -0.733, 1.458)
C (5.870, -0.626, -0.450)
H (6.841, 1.193, 1.171)
H (6.935, -0.007, 2.554)
H (5.541, 1.265, 2.500)
H (5.638, 0.226, -1.132)
H (5.310, -1.374, -0.622)
H (6.833, -0.815, -0.339)
C (-4.781, 3.734, 0.964)
C (-4.132, 2.519, 1.680)
O (-3.026, 2.495, 2.168)
C (-4.995, 1.174, 1.612)
H (-5.422, 3.473, 0.229)
H (-4.020, 4.619, 0.800)
H (-5.395, 4.237, 1.664)
H (-5.663, 1.308, 2.343)
H (-4.141, 0.267, 1.831)
H (-5.699, 0.943, 0.725)

Results
Relative energy (zero: lowest compared OMol25 entry of this formula, charge and spin)   321.0 kJ/mol
HOMO energy   -0.3900 hartree
Net charge   +1
Frontier orbital gap   0.2330 Ha


Record 2
A single C3H5NO2 molecule. Source: the Open Molecules 2025 dataset; level of theory: ωB97M-V/def2-TZVPD.

Positions of all 11 atoms, in Å:
C (0.299, -0.137, 1.886)
C (0.153, -0.204, 0.571)
N (1.123, 0.158, -0.418)
O (-1.013, -0.537, -0.060)
C (-0.968, 0.282, -1.204)
O (0.366, 0.237, -1.640)
H (1.231, 0.198, 2.322)
H (-0.532, -0.410, 2.525)
H (-1.253, 1.306, -0.917)
H (1.736, -0.636, -0.598)
H (-1.615, -0.119, -1.983)

Results
Relative energy (zero: lowest compared OMol25 entry of this formula, charge and spin)   328.4 kJ/mol
HOMO energy   -0.3277 hartree
Frontier orbital gap   0.3622 Ha


Record 3
A molecular structure, C12H37CaN6O3P2. Source: the Open Molecules 2025 dataset; level of theory: ωB97M-V/def2-TZVPD.

Positions of all 61 atoms, in Å:
Ca (5.071, -1.937, -4.580)
O (3.310, -1.559, -3.486)
H (2.540, -1.165, -3.085)
O (-1.544, -1.535, 1.862)
P (-0.381, -2.460, 1.947)
N (0.696, -2.063, 3.190)
C (0.464, -2.552, 4.557)
C (1.439, -0.815, 3.127)
N (0.586, -2.395, 0.496)
C (2.012, -2.645, 0.501)
C (-0.156, -2.507, -0.735)
N (-0.718, -4.059, 2.286)
C (0.441, -4.997, 2.430)
C (-2.036, -4.604, 1.946)
H (-0.594, -2.522, 4.836)
H (0.985, -1.986, 5.324)
H (0.699, -3.607, 4.694)
H (1.200, -0.188, 2.265)
H (2.504, -1.022, 2.940)
H (1.426, -0.239, 4.050)
H (2.481, -2.505, 1.475)
H (2.248, -3.672, 0.196)
H (2.621, -1.993, -0.137)
H (-0.887, -3.326, -0.701)
H (-0.721, -1.574, -0.784)
H (0.360, -2.674, -1.681)
H (1.030, -4.712, 3.290)
H (0.105, -6.027, 2.526)
H (0.897, -4.926, 1.440)
H (-2.257, -5.621, 2.263)
H (-2.223, -4.606, 0.867)
H (-2.707, -3.901, 2.442)
O (-1.941, 1.767, -3.084)
P (-1.119, 2.662, -2.244)
N (-1.745, 2.852, -0.673)
C (-2.672, 1.868, -0.138)
C (-1.264, 3.759, 0.373)
N (-0.920, 4.284, -2.683)
C (-2.073, 5.196, -2.655)
C (0.217, 4.819, -3.402)
N (0.447, 2.151, -1.931)
C (0.538, 0.674, -1.965)
C (1.564, 2.812, -1.243)
H (-3.133, 1.297, -0.941)
H (-3.332, 2.335, 0.599)
H (-2.183, 1.104, 0.491)
H (-2.131, 4.168, 0.894)
H (-0.679, 4.535, -0.115)
H (-0.692, 3.208, 1.126)
H (-2.953, 4.771, -2.188)
H (-1.775, 6.183, -2.294)
H (-2.262, 5.399, -3.717)
H (0.940, 4.087, -3.788)
H (-0.052, 5.360, -4.309)
H (0.923, 5.324, -2.733)
H (1.508, 0.380, -1.559)
H (-0.206, 0.213, -1.319)
H (0.536, 0.262, -2.976)
H (2.407, 2.142, -1.102)
H (1.246, 3.185, -0.272)
H (1.916, 3.597, -1.913)

Results
Relative energy (zero: lowest compared OMol25 entry of this formula, charge and spin)   331.6 kJ/mol
HOMO energy   -0.3476 hartree
Net charge   +1
Frontier orbital gap   0.1229 Ha


Record 4
A single C3H4N2O molecule. Source: the Open Molecules 2025 dataset; level of theory: ωB97M-V/def2-TZVPD.

Positions of all 10 atoms, in Å:
O (0.716, -0.422, -1.906)
C (0.358, -0.079, -0.648)
C (0.555, -0.667, 0.579)
C (-0.139, 0.185, 1.470)
N (-0.681, 1.223, 0.858)
N (-0.369, 1.039, -0.443)
H (0.712, -1.386, -1.955)
H (1.171, -1.527, 0.792)
H (-0.277, 0.064, 2.538)
H (-0.607, 1.738, -1.127)

Results
Relative energy (zero: lowest compared OMol25 entry of this formula, charge and spin)   108.0 kJ/mol
HOMO energy   -0.3277 hartree
Frontier orbital gap   0.3513 Ha


Record 5
A molecular structure, C51H53AsIrNO2PSb. Source: the Open Molecules 2025 dataset; level of theory: ωB97M-V/def2-TZVPD.

Positions of all 111 atoms, in Å:
Ir (-1.143, -1.128, 1.150)
O (1.565, 1.727, 1.520)
C (0.767, 0.829, 1.721)
O (-0.199, 0.512, 0.862)
C (0.798, 0.035, 2.998)
C (1.673, 0.288, 4.028)
C (1.579, -0.503, 5.171)
C (0.604, -1.490, 5.241)
C (-0.245, -1.675, 4.164)
N (-0.142, -0.924, 3.061)
H (2.404, 1.080, 3.926)
H (2.260, -0.347, 5.998)
H (0.502, -2.116, 6.117)
H (-1.031, -2.420, 4.184)
C (-5.427, 2.278, 3.431)
C (-5.337, 0.914, 3.670)
C (-4.688, 0.090, 2.762)
C (-4.150, 0.652, 1.606)
C (-4.222, 2.023, 1.367)
C (-4.875, 2.833, 2.282)
As (-3.315, -0.481, 0.316)
C (-4.172, -2.186, 0.372)
C (-3.971, -3.203, 1.295)
C (-4.621, -4.416, 1.110)
C (-5.461, -4.579, 0.014)
C (-5.646, -3.557, -0.913)
C (-4.983, -2.350, -0.752)
C (-5.006, -1.192, -1.683)
C (-5.813, -1.072, -2.806)
C (-5.733, 0.064, -3.601)
C (-4.852, 1.094, -3.289)
C (-4.049, 1.000, -2.162)
C (-4.141, -0.137, -1.376)
H (-5.940, 2.915, 4.142)
H (-5.783, 0.486, 4.559)
H (-4.641, -0.978, 2.936)
H (-3.807, 2.453, 0.463)
H (-4.966, 3.895, 2.094)
H (-3.337, -3.051, 2.166)
H (-4.490, -5.223, 1.820)
H (-5.980, -5.519, -0.123)
H (-6.303, -3.717, -1.759)
H (-6.517, -1.857, -3.059)
H (-6.370, 0.150, -4.472)
H (-4.799, 1.971, -3.922)
H (-3.369, 1.805, -1.911)
C (-1.107, 4.244, -2.619)
C (-0.787, 4.942, -1.304)
C (-0.152, 6.311, -1.478)
Sb (0.636, 3.711, -0.112)
C (0.297, 4.432, 1.893)
C (-1.045, 3.922, 2.412)
C (0.417, 5.950, 1.996)
C (2.602, 4.402, -0.678)
C (3.611, 4.050, 0.409)
C (2.951, 3.830, -2.047)
H (-1.963, 4.727, -3.101)
H (-1.352, 3.190, -2.487)
H (-0.270, 4.314, -3.316)
H (-1.637, 4.940, -0.620)
H (0.659, 6.284, -2.208)
H (0.218, 6.749, -0.554)
H (-0.910, 7.002, -1.865)
H (1.114, 3.960, 2.441)
H (-1.880, 4.400, 1.896)
H (-1.146, 4.160, 3.474)
H (-1.163, 2.839, 2.309)
H (-0.428, 6.454, 1.525)
H (1.343, 6.335, 1.567)
H (0.411, 6.237, 3.051)
H (2.423, 5.479, -0.723)
H (3.709, 2.971, 0.528)
H (3.356, 4.489, 1.373)
H (4.594, 4.437, 0.127)
H (3.093, 2.748, -1.999)
H (3.891, 4.267, -2.393)
H (2.195, 4.052, -2.802)
C (-0.285, -6.768, 1.102)
C (-0.650, -5.736, 1.955)
C (-0.746, -4.444, 1.461)
C (-0.482, -4.188, 0.115)
C (-0.100, -5.226, -0.738)
C (-0.014, -6.515, -0.239)
P (-0.459, -2.517, -0.519)
C (1.237, -2.093, -0.895)
C (1.695, -1.997, -2.209)
C (3.046, -1.777, -2.440)
C (3.928, -1.648, -1.377)
C (3.471, -1.736, -0.066)
C (2.129, -1.960, 0.176)
C (-1.412, -2.403, -2.037)
C (-1.364, -1.203, -2.759)
C (-2.054, -1.089, -3.951)
C (-2.820, -2.154, -4.415)
C (-2.901, -3.330, -3.683)
C (-2.206, -3.457, -2.488)
H (-0.200, -7.777, 1.485)
H (-0.846, -5.940, 3.000)
H (-1.022, -3.634, 2.129)
H (0.131, -5.031, -1.779)
H (0.277, -7.325, -0.895)
H (1.017, -2.116, -3.042)
H (3.412, -1.718, -3.457)
H (4.982, -1.488, -1.569)
H (4.168, -1.649, 0.758)
H (1.776, -2.055, 1.200)
H (-0.752, -0.379, -2.404)
H (-1.992, -0.175, -4.528)
H (-3.357, -2.063, -5.351)
H (-3.494, -4.159, -4.049)
H (-2.268, -4.380, -1.926)

Results
Relative energy (zero: lowest compared OMol25 entry of this formula, charge and spin)   0.0 kJ/mol
<S²>   0.754
2S+1   2
HOMO energy (alpha / beta)   -0.5689 / -0.5695 hartree
Net charge   +3
Frontier orbital gap (alpha / beta)   0.2217 / 0.2225 Ha


Record 6
A molecular structure, C34H27N3O5RuSTe. Source: the Open Molecules 2025 dataset; level of theory: ωB97M-V/def2-TZVPD.

Positions of all 72 atoms, in Å:
Ru (0.271, -0.818, 0.505)
C (-1.884, -1.442, 4.356)
O (-0.470, -1.843, 4.452)
C (0.003, -1.692, 3.234)
N (-0.755, -1.179, 2.327)
C (-1.977, -0.708, 3.004)
C (-3.266, -0.955, 2.270)
C (-3.326, -1.718, 1.113)
C (-4.531, -1.873, 0.441)
C (-5.681, -1.274, 0.928)
C (-5.628, -0.526, 2.096)
C (-4.425, -0.365, 2.762)
C (1.403, -2.044, 2.914)
C (2.361, -2.597, 3.742)
C (3.630, -2.821, 3.208)
C (3.899, -2.520, 1.878)
C (2.879, -1.973, 1.117)
N (1.679, -1.727, 1.645)
C (2.889, -1.629, -0.315)
N (1.823, -1.150, -0.854)
C (2.040, -1.072, -2.316)
C (3.525, -1.504, -2.437)
O (3.928, -1.885, -1.078)
C (1.728, 0.260, -2.957)
C (1.718, 0.314, -4.349)
C (1.417, 1.498, -5.002)
C (1.108, 2.636, -4.268)
C (1.121, 2.585, -2.884)
C (1.437, 1.401, -2.232)
H (-2.112, -0.826, 5.220)
H (-2.473, -2.359, 4.374)
H (-1.844, 0.371, 3.131)
H (-2.432, -2.185, 0.716)
H (-4.565, -2.459, -0.468)
H (-6.617, -1.386, 0.398)
H (-6.522, -0.054, 2.479)
H (-4.388, 0.242, 3.660)
H (2.120, -2.847, 4.765)
H (4.407, -3.241, 3.832)
H (4.868, -2.704, 1.436)
H (1.383, -1.817, -2.774)
H (4.173, -0.692, -2.758)
H (3.678, -2.381, -3.059)
H (1.933, -0.576, -4.931)
H (1.413, 1.531, -6.083)
H (0.853, 3.556, -4.775)
H (0.875, 3.464, -2.302)
H (1.444, 1.379, -1.153)
Te (1.096, 1.356, 1.681)
C (3.147, 1.090, 1.474)
C (4.012, 0.454, 2.331)
C (5.362, 0.510, 1.909)
C (5.508, 1.194, 0.735)
S (4.014, 1.759, 0.150)
H (3.684, -0.017, 3.247)
H (6.191, 0.083, 2.454)
H (6.421, 1.398, 0.201)
O (-3.532, 3.174, 0.028)
C (-3.294, 2.734, -1.216)
C (-3.955, 3.366, -2.271)
C (-3.728, 2.961, -3.568)
C (-2.839, 1.923, -3.857)
C (-2.195, 1.287, -2.820)
C (-2.414, 1.672, -1.491)
C (-1.731, 0.989, -0.388)
O (-1.813, 1.367, 0.787)
O (-1.015, -0.064, -0.718)
H (-2.980, 2.636, 0.633)
H (-4.639, 4.170, -2.040)
H (-4.250, 3.459, -4.375)
H (-2.660, 1.622, -4.880)
H (-1.499, 0.482, -3.012)

Results
Relative energy (zero: lowest compared OMol25 entry of this formula, charge and spin)   21.9 kJ/mol
<S²>   0.776
2S+1   2
HOMO energy (alpha / beta)   -0.3807 / -0.3802 hartree
Net charge   +1
Frontier orbital gap (alpha / beta)   0.2238 / 0.2226 Ha


Record 7
A single C16H21ClN2O4 molecule. Source: the Open Molecules 2025 dataset; level of theory: ωB97M-V/def2-TZVPD.

Positions of all 44 atoms, in Å:
C (1.102, 4.463, -1.640)
H (0.839, 4.087, -2.763)
H (0.271, 5.065, -1.455)
H (2.109, 4.908, -1.716)
C (1.136, 3.322, -0.950)
C (-0.233, 2.707, -0.743)
H (-0.435, 2.393, -1.644)
H (-0.299, 1.718, -0.117)
H (-0.968, 3.274, -0.571)
C (2.159, 2.260, -1.141)
H (3.209, 2.546, -0.985)
H (2.100, 1.660, -2.089)
O (2.304, 1.284, -0.321)
C (1.652, -0.040, -0.373)
O (1.228, -0.289, -1.631)
N (1.747, -0.746, 0.699)
C (2.287, -0.399, 1.827)
H (1.895, 0.415, 2.376)
C (1.995, -1.977, 2.670)
O (3.156, -2.142, 3.671)
H (3.252, -1.583, 4.218)
C (1.996, -2.929, 1.836)
C (1.210, -2.284, 0.589)
H (1.494, -2.571, -0.315)
C (-0.258, -2.514, 0.537)
O (-0.926, -2.785, 1.593)
N (-0.928, -1.483, -0.479)
C (-2.336, -1.558, -0.519)
C (-3.227, -1.792, 0.395)
C (-4.658, -1.537, 0.088)
C (-4.973, -0.964, -1.033)
C (-3.934, -0.394, -2.019)
C (-2.709, -0.662, -1.639)
H (-1.871, -0.161, -2.410)
H (-4.252, 0.298, -2.785)
Cl (-6.701, -0.655, -1.223)
H (-5.351, -2.070, 0.578)
H (-3.064, -2.360, 1.384)
H (-0.316, -1.251, -1.050)
H (1.419, -3.827, 2.166)
H (2.809, -3.135, 1.410)
H (1.217, -1.694, 3.540)
H (3.488, -0.336, 1.782)
H (1.363, 3.739, 0.252)

Results
Relative energy (zero: lowest compared OMol25 entry of this formula, charge and spin)   1496.1 kJ/mol
HOMO energy   -0.3149 hartree
Frontier orbital gap   0.2920 Ha


Record 8
A single C3H7NO2 molecule. Source: the Open Molecules 2025 dataset; level of theory: ωB97M-V/def2-TZVPD.

Positions of all 13 atoms, in Å:
C (-0.270, -0.167, -0.125)
C (-0.509, 0.270, 1.301)
N (-1.033, 0.490, -1.137)
C (1.559, -0.209, -0.385)
O (-0.003, -1.427, -0.392)
O (2.326, -0.080, 0.546)
H (1.409, -1.366, -0.909)
H (-1.613, 1.244, -0.798)
H (-1.585, -0.157, -1.685)
H (1.417, 0.244, -1.368)
H (-1.518, -0.011, 1.611)
H (0.229, -0.184, 1.957)
H (-0.408, 1.354, 1.386)

Results
Relative energy (zero: lowest compared OMol25 entry of this formula, charge and spin)   506.3 kJ/mol
HOMO energy   -0.3079 hartree
Frontier orbital gap   0.2857 Ha


Record 9
A molecular structure, C19H24NSn. Source: the Open Molecules 2025 dataset; level of theory: ωB97M-V/def2-TZVPD.

Positions of all 45 atoms, in Å:
C (-0.214, 0.417, -3.792)
C (0.358, 1.777, -3.776)
C (0.605, -0.676, -4.344)
C (-1.681, 0.277, -3.825)
H (0.597, -0.623, -5.450)
H (0.215, -1.669, -4.074)
H (1.657, -0.608, -4.033)
H (0.312, 2.211, -4.796)
H (1.417, 1.784, -3.482)
H (-0.200, 2.462, -3.121)
H (-2.046, 0.462, -4.855)
H (-2.187, 1.007, -3.178)
H (-2.016, -0.735, -3.555)
C (2.563, -0.283, 1.638)
C (2.733, -1.035, 0.462)
C (2.524, -0.170, -0.664)
H (3.077, -2.066, 0.416)
C (2.262, 1.162, -0.123)
C (2.266, 1.046, 1.298)
H (2.142, 1.871, 2.001)
H (2.731, -0.644, 2.654)
H (2.717, -0.395, -1.717)
H (2.234, 2.089, -0.693)
C (-2.067, -1.379, 1.083)
C (-1.111, -2.346, 1.442)
C (-0.483, -2.829, 0.278)
H (-0.959, -2.726, 2.449)
C (-1.042, -2.147, -0.856)
C (-2.074, -1.252, -0.337)
H (-2.808, -0.716, -0.934)
H (-2.745, -0.877, 1.768)
H (0.223, -3.654, 0.237)
H (-0.886, -2.383, -1.911)
Sn (0.093, -0.031, -0.395)
C (-1.046, 1.626, 5.081)
C (-1.349, 2.296, 3.893)
C (-0.976, 1.701, 2.679)
N (-0.350, 0.529, 2.612)
C (-0.058, -0.113, 3.748)
C (-0.387, 0.395, 5.009)
H (-1.320, 2.056, 6.041)
H (-1.860, 3.254, 3.854)
H (-1.200, 2.198, 1.728)
H (0.457, -1.074, 3.660)
H (-0.118, -0.191, 5.880)

Results
HOMO energy (alpha / beta)   -0.4134 / -0.3806 hartree
Net charge   +1
Frontier orbital gap (alpha / beta)   0.2657 / 0.1635 Ha


Record 10
A single C2H2O3S molecule. Source: the Open Molecules 2025 dataset; level of theory: ωB97M-V/def2-TZVPD.

Positions of all 8 atoms, in Å:
C (-0.667, 0.398, 0.000)
C (0.702, -0.316, -0.002)
H (0.423, 1.856, 0.010)
H (-0.231, -1.945, -0.009)
O (-0.531, 1.689, -0.001)
O (0.698, -1.632, 0.001)
O (1.690, 0.369, 0.000)
S (-2.085, -0.418, 0.000)

Results
Relative energy (zero: lowest compared OMol25 entry of this formula, charge and spin)   27.0 kJ/mol
HOMO energy   -0.3620 hartree
Frontier orbital gap   0.3245 Ha